Below is a cluster of 2 separate species, C12H28BIN2O6S in total, with properties calculated with the ωB97M-V functional and the def2-TZVPD basis.

Summary:
**E_HOMO**: -9.2 eV
**F_max**: 0.8 eV/Å
**Calculated total energy**: -1755.778619 hartree
**Net charge**: 0

Last column: natural (NBO) charge in e.
Positions of all 51 atoms, in Å:
C: -1.576 -2.625 1.870  -0.3168
H: 3.571 1.863 -3.195  0.1993
H: -0.669 -2.556 2.467  0.2508
H: 1.583 1.120 1.638  0.2137
O: 1.228 0.987 -3.115  -0.9586
H: 3.672 1.296 -5.626  0.2292
C: -0.322 0.159 1.479  0.1144
C: -0.881 1.239 0.531  -0.2510
B: 1.588 -0.578 3.036  1.1271
H: 0.513 1.412 3.014  0.2370
C: 4.115 2.222 -5.264  -0.6413
C: -2.255 -1.229 1.968  0.0901
N: -2.510 -0.356 5.058  -0.6060
I: -2.677 -4.236 2.775  0.0751
H: 0.034 -0.672 0.854  0.1645
H: -4.271 -1.726 2.586  0.2336
H: -0.146 2.044 0.452  0.1897
C: -3.160 -1.190 4.364  0.1363
H: 3.164 -0.572 1.867  0.4877
H: -2.205 0.419 4.468  0.3328
H: 0.466 -0.941 4.629  0.5091
H: -1.249 2.237 -3.992  0.2584
H: 5.186 2.066 -5.133  0.2180
C: -0.388 2.893 -3.888  -0.8856
C: 0.306 -3.329 0.245  -0.6152
H: 0.792 -3.540 1.199  0.2172
H: -0.421 3.692 -4.624  0.2517
O: -1.295 -0.285 2.417  -0.5673
H: -0.330 3.281 -2.875  0.2584
H: 4.004 3.532 -3.552  0.1956
O: 0.960 -1.399 3.940  -0.9033
H: 0.459 -4.186 -0.409  0.2204
H: -1.494 -2.241 -0.261  0.2022
H: -1.784 1.652 0.985  0.2023
H: -2.111 0.358 -0.879  0.3536
N: -1.212 0.816 -0.827  -0.8434
C: -3.465 -1.056 2.885  -0.5069
O: 2.121 3.056 -4.081  -0.7242
H: -3.827 -0.036 2.720  0.2273
H: -2.586 -0.960 0.957  0.1714
H: -3.538 -2.078 4.870  0.1758
O: 0.994 1.416 -5.539  -0.9339
H: 3.961 2.989 -6.023  0.2189
H: -1.755 -3.923 0.132  0.2237
C: 3.506 2.650 -3.947  -0.0760
C: -1.196 -3.037 0.426  -0.4480
H: -0.495 0.223 -1.226  0.3694
O: 2.868 -0.940 2.706  -0.8748
S: 1.032 1.907 -4.197  2.3891
H: 0.829 -2.481 -0.203  0.2023
C: 0.866 0.645 2.317  -0.7937

Below is a cluster of 3 separate species, C12H28FN4O3 in total, with properties calculated with the ωB97M-V functional and the def2-TZVPD basis.

Summary:
**E_HOMO**: -2.5 eV
**F_max**: 0.3 eV/Å
**Calculated total energy**: -1018.572505 hartree
**Net charge**: -1

Last column: natural (NBO) charge in e.
Positions of all 48 atoms, in Å:
H: 1.068 -0.520 3.653  0.1292
H: -3.606 0.694 -0.317  0.3588
H: -1.268 -3.316 -0.569  0.3527
H: -1.560 -1.768 -0.230  0.3640
H: -3.850 3.527 0.275  0.1745
O: 3.341 2.846 -0.362  -0.5651
O: -1.818 1.112 1.399  -0.5532
H: -1.018 -4.059 -2.976  0.1957
C: -2.440 2.372 1.352  -0.0677
C: -3.233 2.645 0.067  -0.0759
C: 1.515 0.481 3.718  0.1508
H: 3.541 -0.064 1.064  0.1566
F: 2.343 0.915 -0.716  -0.4127
H: 1.272 2.300 3.954  0.3334
N: -4.149 1.553 -0.278  -0.8348
H: -1.882 2.063 -1.528  0.2047
H: 1.290 -1.774 -2.627  0.1608
C: 3.790 1.004 1.199  -0.3302
H: -1.580 3.680 -0.890  0.2111
C: -0.544 1.040 0.780  -0.2512
H: 2.112 -3.787 -2.769  0.1633
H: -2.115 -2.854 -3.636  0.2151
N: 0.721 1.435 3.968  -0.6590
N: -1.647 -2.462 -0.967  -0.8353
H: 0.839 -4.850 -2.128  0.1564
H: 4.908 1.072 1.084  0.1221
H: 3.482 0.915 4.369  0.1477
H: 0.012 1.975 0.877  0.1953
H: -4.804 1.410 0.484  0.3469
H: -3.138 2.388 2.194  0.1742
C: 2.996 0.624 3.410  -0.3027
H: 0.797 -1.126 -1.064  0.2116
C: 0.675 -1.975 -1.739  -0.0803
O: 1.189 -3.097 -1.046  -0.5440
C: -1.099 -3.013 -3.276  -0.6119
H: -1.115 -1.070 -2.401  0.1885
C: 3.214 1.735 0.018  0.8973
H: -2.973 3.379 -1.944  0.2076
H: -0.641 0.768 -0.278  0.1444
H: -1.699 3.164 1.522  0.1717
H: 0.024 0.262 1.287  0.2013
H: 2.387 -4.709 -1.276  0.1854
C: -0.809 -2.080 -2.105  -0.0803
C: -2.362 2.963 -1.142  -0.6136
H: -0.407 -2.839 -4.103  0.1999
H: 3.384 -0.389 3.178  0.1376
N: 3.215 1.589 2.369  -0.7983
C: 1.642 -4.159 -1.852  -0.2425

Below is a structure of composition C12H28FeN2O6, with properties calculated with the ωB97M-V functional and the def2-TZVPD basis.

Summary:
**2S+1**: 5
**E_HOMO (alpha / beta)**: -8.2 / -7.3 eV
**Energy above the lowest of the compared OMol25 structures with the same formula, charge and spin**: 0.0 kcal per mole
**F_max**: 1.5 eV/Å
**Calculated total energy**: -2298.790609 hartree
**Net charge**: 0

Last column: natural (NBO) charge in e.
Positions of all 49 atoms, in Å:
H: 1.806 -0.405 -1.654  0.3814
C: -2.978 -1.960 -1.374  -0.2490
O: -1.626 -1.544 -1.418  -0.5831
C: 1.894 2.689 -0.273  -0.6332
H: -3.370 -2.108 -2.382  0.1761
H: -2.197 -1.854 3.714  0.2284
H: -3.085 -2.863 -0.762  0.1746
H: 2.645 -2.600 -2.420  0.2155
H: 3.210 2.672 2.136  0.1737
C: 0.596 -1.878 -2.289  -0.0784
O: -2.089 -0.559 1.480  -0.7519
H: -1.611 3.516 -3.030  0.2243
C: -1.768 1.688 -1.930  0.7650
O: 2.052 1.286 3.166  -0.5416
H: 1.496 -1.497 -0.496  0.3852
H: -3.282 3.119 -2.478  0.2231
H: -2.337 -3.190 2.545  0.2277
H: -2.526 2.269 -3.829  0.2251
Fe: -0.715 -0.070 -0.279  1.5153
O: -0.153 -1.582 1.275  -0.8166
C: 1.681 1.748 0.884  -0.0701
H: 2.154 0.780 0.704  0.1966
C: 1.625 -2.968 -2.571  -0.6291
N: 1.052 -0.925 -1.215  -0.8548
H: -0.278 2.297 1.165  0.3710
H: 1.999 0.958 5.166  0.1960
C: 2.334 1.723 4.465  -0.2451
H: -3.545 -1.178 -0.875  0.2352
H: 1.590 -3.326 -3.600  0.2218
H: 1.442 2.278 -1.181  0.2519
C: -2.341 2.729 -2.853  -0.7181
H: 1.570 3.182 2.466  0.1601
H: 0.134 0.925 1.876  0.3964
C: -1.682 -2.413 2.934  -0.7184
H: 2.953 2.833 -0.490  0.2125
C: -0.737 -2.514 -1.946  -0.0633
N: 0.217 1.424 0.985  -0.8786
H: 0.477 -1.274 -3.188  0.2128
H: -0.805 -2.882 3.379  0.2207
H: 1.796 2.646 4.718  0.1646
H: 1.373 3.635 -0.105  0.2063
O: -2.429 1.280 -0.942  -0.7626
H: 1.533 -3.818 -1.889  0.2113
C: -1.287 -1.459 1.837  0.7627
H: 3.407 1.888 4.621  0.1659
H: -1.180 -2.933 -2.856  0.1878
H: -0.594 -3.326 -1.221  0.1813
O: -0.596 1.258 -2.158  -0.8089
C: 2.176 2.302 2.188  -0.0675

Look up the net charge of the second one.
-1

Which formula does entry 1 have?
C12H28BIN2O6S

Which formula does entry 2 have?
C12H28FN4O3